# 1
222
Properties=species:S:1:pos:R:3:forces:R:3 method="wB97M-V/def2-TZVPD" e_homo_ev=-6.22
Na 0.245067 19.293204 18.529689 -0.029 0.186 -0.128
O 1.526775 24.728313 14.958373 0.151 1.770 -1.552
C 1.347243 23.653866 15.678918 0.947 -4.113 2.047
O 0.440443 23.701938 16.519049 -2.712 1.238 1.570
O 2.032711 22.654793 15.566581 2.414 -1.780 -1.351
H 0.697358 25.010308 15.350997 -0.888 2.444 -0.435
C -6.741657 28.909970 6.598752 -0.494 0.600 0.915
O -5.964578 28.469165 7.712873 -0.467 0.070 -0.386
C -4.620870 28.306687 7.330266 1.167 -0.239 0.528
C -3.645923 28.173596 8.547408 -0.540 0.314 -0.451
N -3.524884 29.481287 9.208859 0.900 -0.493 -0.044
C -2.975908 29.352274 10.583817 -1.006 2.007 -0.758
C -4.115589 28.926003 11.457501 -0.942 -0.794 1.756
O -5.448025 29.389467 11.134779 0.033 0.392 -0.694
C -5.716669 30.796585 11.304016 1.085 -0.426 -0.047
H -7.760091 29.095939 6.939804 0.026 -0.161 0.324
H -6.849832 28.223403 5.759096 0.591 -0.316 0.001
H -6.380623 29.885683 6.273570 0.256 -0.012 -0.368
H -4.286249 29.183380 6.775707 0.068 0.258 -0.132
H -4.560361 27.459169 6.647514 0.279 -0.320 0.031
H -2.647135 27.864169 8.239540 -0.029 0.030 -0.499
H -3.961095 27.395938 9.243115 -0.477 -0.223 -0.003
H -4.483789 29.766040 9.348531 -0.162 0.274 -0.048
H -2.709007 30.336093 10.969793 0.241 0.438 -0.534
H -2.041749 28.799054 10.680758 -0.401 -0.577 -0.221
H -3.977501 29.240538 12.491953 0.479 -0.131 0.252
H -4.147832 27.836496 11.450897 -0.610 -0.008 0.067
H -6.714623 31.084899 10.973779 -0.168 -0.731 0.244
H -5.063895 31.416208 10.689148 0.377 -0.019 -0.114
H -5.539041 31.083002 12.340605 -0.201 0.063 0.182
C 3.195382 5.467482 10.783551 -1.158 0.024 0.606
O 3.323630 6.524517 11.738452 0.071 0.101 -0.039
C 2.115760 7.284434 11.977739 0.728 -0.833 -1.715
C 2.439102 8.560206 12.701437 0.031 -0.659 1.252
N 1.332340 9.461291 12.734405 -1.494 1.257 0.108
C 0.919307 10.085572 11.488910 1.761 -0.131 -0.574
C 2.003890 11.031893 10.996694 -0.718 1.889 0.182
O 1.738085 12.308573 11.673047 -0.212 -1.497 -0.081
C 2.621338 13.327806 11.385620 0.674 0.870 -0.329
H 2.461847 4.770637 11.189053 -0.471 -0.132 -0.302
H 4.056227 4.821748 10.610161 0.637 0.794 0.498
H 2.872739 5.849951 9.815195 -0.157 0.060 -0.083
H 1.309535 6.705770 12.428575 0.264 -0.350 0.811
H 1.634188 7.538047 11.033341 0.341 0.112 -0.594
H 3.358951 9.034729 12.359648 -0.165 -0.095 -0.308
H 2.605256 8.319439 13.751455 0.397 -0.100 0.085
H 0.513537 9.046541 13.155900 0.165 -0.165 0.298
H 0.024866 10.706006 11.544920 -0.063 -0.301 0.473
H 0.784373 9.346650 10.699046 -0.314 -0.128 -0.282
H 1.872491 11.172439 9.923804 -0.084 0.233 -0.252
H 3.052017 10.757654 11.116349 -0.065 -0.333 0.449
H 2.789620 13.431757 10.313717 0.002 0.066 -0.268
H 3.600957 13.258548 11.858540 0.286 -0.581 0.142
H 2.244534 14.280103 11.758780 -0.458 -0.085 -0.060
C 10.811504 31.919965 22.664969 1.469 -0.140 -0.361
O 10.950484 31.979817 21.224389 -1.117 -0.570 0.796
C 12.255927 31.661347 20.772408 0.547 1.079 -0.656
C 12.312795 31.426755 19.257200 -0.575 0.489 1.243
N 11.684838 30.203116 18.928549 -0.458 -1.752 -2.164
C 11.800568 29.962122 17.460374 0.027 -0.512 0.191
C 10.699878 29.079568 16.857114 0.208 2.452 1.551
O 9.491173 29.865442 16.965592 2.739 1.016 0.457
C 8.372649 29.237571 16.512846 -0.621 -0.580 0.177
H 11.040435 30.922156 23.039213 -0.150 -0.323 -0.166
H 9.869182 32.231708 23.115466 -0.300 0.065 -1.016
H 11.577425 32.550214 23.116910 0.145 0.310 0.042
H 12.717193 30.814827 21.281063 -0.177 -0.092 0.248
H 12.844143 32.569858 20.901682 0.524 0.026 0.532
H 13.343991 31.387252 18.906252 0.173 0.114 0.289
H 11.820423 32.264360 18.763152 0.026 0.452 -0.146
H 10.690090 30.240567 19.099376 -0.164 0.246 0.311
H 12.713896 29.430176 17.193961 0.435 -0.046 0.477
H 11.868954 30.893151 16.897680 -0.313 0.335 -0.048
H 10.670734 28.213412 17.518190 -0.395 -0.582 -0.522
H 11.048836 28.935494 15.834581 -0.669 -0.605 -0.224
H 8.228107 28.425569 17.225491 -0.666 -0.824 -0.631
H 8.570011 28.968119 15.475277 -0.729 -0.600 -0.148
H 7.522747 29.913080 16.610167 0.041 0.037 -0.232
C 2.511523 31.592613 21.079993 -0.354 0.229 -0.111
O 1.129719 31.553800 20.678597 0.959 -1.137 -0.075
C 0.632939 30.297847 20.146155 -1.645 1.251 -0.908
C -0.698892 30.712297 19.435346 1.169 -0.220 0.870
N -1.643404 31.128516 20.452417 -1.213 -0.428 -0.845
C -2.927704 31.571255 19.835287 1.012 0.544 1.696
C -3.748003 32.189175 20.933234 -1.076 1.223 0.440
O -3.170026 33.374927 21.476326 0.425 0.044 1.353
C -3.888907 33.873117 22.643708 1.199 0.022 -1.108
H 2.672915 31.260726 22.105619 -0.207 -0.376 0.054
H 2.866414 32.622984 21.058028 -0.419 0.188 -0.102
H 3.185396 31.061491 20.407753 -0.233 -0.375 -0.130
H 0.303339 29.553007 20.870498 0.516 0.168 0.628
H 1.259647 29.805630 19.402471 0.594 0.334 0.114
H -1.077664 29.858780 18.873090 -0.131 -0.036 0.010
H -0.493930 31.538323 18.754336 0.206 0.019 -0.405
H -1.241932 31.909362 20.951614 -0.033 0.193 0.084
H -3.522139 30.734161 19.469217 0.341 -0.085 -0.326
H -2.748908 32.341342 19.084893 -0.102 -0.107 -0.503
H -3.946330 31.466373 21.724631 0.059 -0.174 0.110
H -4.690138 32.599358 20.569575 -0.575 -0.809 -0.478
H -4.897682 34.172314 22.359164 -0.156 -0.114 0.117
H -3.326253 34.743060 22.982423 -0.117 0.139 -0.246
H -3.873332 33.198444 23.499676 -0.217 -0.498 -0.243
C 7.562844 23.265120 9.955968 -0.242 -1.334 -0.265
O 8.242862 22.641115 11.002617 0.937 0.637 1.589
C 7.565990 21.536130 11.572989 0.842 0.735 -0.124
C 8.385541 20.939374 12.740284 -0.773 0.231 -0.813
N 7.628764 19.798675 13.166196 -0.529 -0.665 -0.376
C 8.188037 19.105534 14.278655 0.733 -0.492 0.210
C 7.591465 17.734195 14.502962 0.820 -0.818 0.326
O 7.952016 16.730641 13.519301 -0.656 0.232 0.990
C 7.388647 15.433826 13.789832 0.042 0.595 -0.449
H 8.084288 24.151559 9.594808 0.069 -0.165 0.246
H 6.530519 23.486284 10.227059 -0.143 0.294 0.026
H 7.558514 22.468077 9.212457 -0.429 0.433 -1.004
H 7.415756 20.804553 10.779061 -0.020 -0.489 0.107
H 6.582693 21.853196 11.920415 -0.259 0.028 0.201
H 8.448411 21.591089 13.611720 0.518 0.833 -0.305
H 9.367316 20.624395 12.386715 0.061 0.143 0.083
H 6.725136 20.158756 13.438011 -0.358 -0.225 -0.014
H 8.124305 19.652935 15.219087 -0.641 0.225 0.503
H 9.275742 19.066166 14.219972 0.156 -0.441 -0.711
H 6.520691 17.842583 14.675563 -0.365 -0.258 -0.463
H 8.011082 17.393839 15.449636 -0.033 -0.159 0.351
H 7.927402 14.734227 13.150756 -0.240 0.085 -0.127
H 6.316889 15.424241 13.591472 -0.143 0.043 -0.467
H 7.442570 15.031251 14.801322 0.627 0.542 0.490
C -8.365112 24.739486 19.180153 0.584 0.103 -0.036
O -9.737573 24.807379 19.440046 -0.497 -0.197 -0.198
C -10.533392 25.206129 18.309466 -0.350 -0.102 1.413
C -11.984863 25.327941 18.791796 0.058 0.156 -0.218
N -12.075960 26.206357 19.943331 -0.565 0.120 1.079
C -13.451888 26.400596 20.445909 0.484 0.131 0.113
C -14.137945 25.157429 20.978758 -0.531 -0.213 0.273
O -13.554959 24.605914 22.180815 0.342 1.166 -0.896
C -14.085259 23.390036 22.710285 1.084 0.917 -0.962
H -7.813760 24.312527 20.017907 -0.446 0.106 0.382
H -7.953874 25.733482 19.004203 0.086 0.167 -0.177
H -8.089197 24.088809 18.350334 -0.319 -0.017 -0.462
H -10.446498 24.430851 17.548218 0.025 0.219 -0.374
H -10.247868 26.205080 17.979794 0.405 -0.053 -0.293
H -12.431418 24.346753 18.952925 0.139 -0.350 0.084
H -12.573664 25.798889 18.004635 0.030 -0.027 -0.304
H -11.629199 25.747667 20.724436 0.711 0.005 0.000
H -14.044352 26.822460 19.634050 -0.277 -0.280 -0.155
H -13.528946 27.155531 21.228366 0.721 0.185 0.078
H -14.167803 24.498333 20.111124 -0.113 -0.899 0.387
H -15.153714 25.480439 21.206760 -0.381 -0.251 0.018
H -13.681894 22.600012 22.076840 -0.675 -0.502 -0.083
H -15.171807 23.458995 22.762746 -0.018 -0.432 0.154
H -13.580409 23.275512 23.669511 -0.493 0.050 0.176
C 5.926274 19.732203 22.388811 0.070 -1.648 1.775
O 4.621325 20.144144 22.827920 1.964 0.286 -0.386
C 4.073422 20.949293 21.820686 -1.196 0.125 0.575
C 2.833693 21.668813 22.379823 1.093 -1.556 -0.264
N 1.758698 20.701437 22.684760 0.762 0.612 -1.042
C 0.558062 21.424114 22.885170 -2.118 -0.253 0.119
C -0.648221 20.485426 23.093047 0.816 -0.161 -0.691
O -1.122814 19.891842 21.884119 0.032 -0.210 -0.634
C -2.454508 19.424363 22.043065 -0.150 0.769 -0.074
H 6.245163 19.083478 23.204635 0.457 0.335 0.300
H 6.688562 20.490404 22.209519 -0.459 0.523 0.139
H 5.995276 19.005238 21.579577 -0.868 0.310 -0.765
H 3.863167 20.199748 21.057755 -0.543 0.678 -0.869
H 4.756137 21.724688 21.473186 0.339 -0.100 -0.126
H 2.575616 22.409606 21.623044 -0.674 -0.167 0.044
H 3.138541 22.210296 23.275345 0.128 0.209 0.134
H 1.942191 20.176891 23.528134 0.553 -0.061 -0.008
H 0.380252 22.094043 22.043936 -0.151 -0.079 -0.139
H 0.568258 22.062557 23.768583 0.150 0.286 0.353
H -1.441933 21.045346 23.587643 -0.163 -0.178 0.121
H -0.308145 19.606438 23.640595 -0.080 0.270 0.958
H -3.058398 20.331794 22.045336 -0.612 -0.192 0.101
H -2.635621 18.868873 22.963254 0.289 -0.009 0.230
H -2.777636 18.779380 21.225955 0.385 0.129 -0.204
C -2.797882 25.038615 0.873943 1.098 -1.210 0.170
O -1.986589 23.920291 1.175868 1.147 -1.578 -0.284
C -0.644545 24.059815 0.667140 -0.183 -0.627 1.173
C 0.260681 22.903786 1.181900 -0.589 0.647 -0.238
N 0.488904 22.963526 2.645406 -0.116 -0.280 -1.237
C 0.977237 21.705798 3.213738 0.009 0.791 2.033
C 1.336628 21.978262 4.742995 -1.310 0.309 -0.814
O 0.129111 22.457615 5.451000 1.253 -0.643 -1.137
C 0.341855 22.904827 6.772625 -0.049 -0.114 -0.039
H -2.428909 25.724552 1.636483 -0.880 1.180 -0.558
H -3.831963 24.705531 0.962542 0.030 0.395 0.289
H -2.580028 25.244128 -0.174105 -0.289 1.003 -0.001
H -0.225751 25.006148 1.009463 0.088 0.245 0.153
H -0.647403 24.089417 -0.422453 -0.080 -0.194 -0.212
H 1.180981 22.977352 0.602458 0.386 0.171 0.317
H -0.171317 21.963129 0.840342 -0.366 -0.311 0.176
H -0.426290 23.135762 3.036355 -0.090 0.145 0.359
H 1.885316 21.370049 2.712975 0.067 0.124 -0.039
H 0.248646 20.895977 3.176081 -0.203 -0.163 -0.144
H 2.131679 22.723792 4.728732 -0.123 0.341 0.278
H 1.725325 21.083164 5.228602 -0.138 -0.196 0.060
H 0.942705 23.813414 6.812162 0.149 0.103 -0.069
H 0.801324 22.147250 7.407508 0.241 -0.200 -0.032
H -0.631742 23.115798 7.214989 -0.053 0.065 -0.199
C -4.110685 19.377951 12.967993 0.697 0.389 0.009
O -3.978680 18.118568 13.613824 -0.174 0.664 0.130
C -2.733935 18.035362 14.268985 -0.059 -0.774 0.583
C -2.739942 16.769934 15.126019 0.682 0.334 -0.541
N -1.405974 16.461961 15.641328 0.142 -0.373 0.066
C -1.422624 15.176506 16.316392 1.231 0.915 2.469
C 0.017230 14.936137 16.949779 -2.092 -1.100 -1.097
O 0.186289 15.776911 18.044569 0.953 0.912 0.631
C 1.329060 15.461533 18.887933 -1.194 0.408 -0.641
H -4.013255 20.230483 13.640125 -0.240 -0.085 0.621
H -5.054399 19.504248 12.437359 0.120 -0.566 0.017
H -3.248895 19.524243 12.316829 -0.120 -0.124 -0.619
H -2.556208 18.833038 14.990256 -0.172 0.615 -0.201
H -1.904083 18.048972 13.562389 0.118 -0.080 -0.274
H -3.087880 15.913981 14.547768 -0.606 0.005 -0.038
H -3.373331 17.002677 15.982022 -0.242 -0.503 -0.037
H -0.756018 16.242506 14.900070 -0.026 0.803 -0.773
H -1.864979 14.371568 15.729420 0.452 -0.341 -0.164
H -2.015902 15.288829 17.223855 -0.489 -0.140 -0.024
H 0.753958 15.074020 16.158391 0.450 -0.033 0.141
H -0.003376 13.914290 17.328610 0.393 -0.379 -0.286
H 1.083363 14.602739 19.512603 0.095 0.015 0.139
H 1.444856 16.371758 19.476332 0.262 -0.304 0.305
H 2.246158 15.258935 18.334791 -0.068 0.060 -0.232

# 2
14
Properties=species:S:1:pos:R:3:forces:R:3 method="wB97M-V/def2-TZVPD" e_homo_ev=-8.73 relative_energy_kcal_mol=108.6
C -0.187246 -0.582005 0.109421 -1.546 2.917 1.856
C 1.211583 -0.543326 0.664765 -0.675 1.687 -2.123
N -0.739519 -1.757516 0.683826 0.780 -3.042 -1.608
N -1.409529 -1.790633 1.673400 -0.879 1.121 -0.141
N -1.085426 0.576348 0.729132 1.673 -0.899 -0.477
N -2.124568 1.032527 -0.095382 -1.332 -2.753 1.986
O -0.628614 0.074192 3.133771 1.439 0.301 1.734
S -1.680122 0.002694 2.160717 -1.578 0.297 -0.157
H -0.282902 -0.422314 -0.946128 -0.143 -0.661 -0.596
H 1.088029 -0.252461 1.630949 -0.009 0.701 2.929
H 1.837875 0.189290 0.184330 0.235 0.050 -0.429
H 1.577565 -1.498224 0.636092 1.376 -2.302 -0.231
H -2.501222 0.225318 -0.574189 -0.352 0.375 -0.606
H -1.779295 1.706770 -0.667827 1.010 2.208 -2.135

# 3
54
Properties=species:S:1:pos:R:3:forces:R:3 method="wB97M-V/def2-TZVPD" e_homo_ev=-18.20 total_charge=+3 relative_energy_kcal_mol=41.9
Hf 0.358049 1.021650 1.032776 -2.368 0.856 -0.301
F 2.658197 2.423662 1.657091 0.399 0.053 -0.072
C 3.356631 1.731475 0.714864 -0.618 0.009 -0.015
F 4.553796 2.139695 0.590785 0.373 -0.063 0.101
F 2.635222 1.916892 -0.413840 0.626 -0.060 -0.062
S 3.099786 -0.096265 1.213135 0.436 0.447 -0.155
O 1.787990 -0.240568 0.443492 1.576 -0.829 -0.295
O 4.180829 -0.915939 0.855032 -0.421 0.123 0.215
N 2.738161 0.018901 2.760295 0.085 -0.419 0.186
S 1.274270 0.048355 3.292526 -0.044 -0.512 -0.141
O 0.356531 -0.823915 2.533655 0.306 0.109 0.523
O 0.647938 1.428926 3.060326 0.364 -0.205 0.509
C 1.167219 -0.399942 5.170192 0.229 0.327 -0.151
F 1.588608 0.629000 5.832880 0.074 -0.058 0.123
F 1.873287 -1.467593 5.326267 0.061 -0.065 0.101
F -0.114690 -0.602389 5.310127 -0.088 -0.047 0.143
C -0.875685 6.028782 1.283437 -0.035 -0.025 -0.108
C 0.026889 5.743990 0.083213 -0.290 -0.068 0.062
N -0.547910 4.784603 -0.906520 -0.012 0.371 -0.005
C -1.247842 5.390823 -2.086198 -0.014 -0.048 0.194
C -2.723168 5.642517 -1.817130 -0.011 -0.007 0.024
C -0.485565 3.502673 -0.716733 0.003 -0.150 0.102
C -0.945807 2.533921 -1.765626 -0.040 0.121 0.076
N 0.014425 2.964085 0.440277 0.003 0.565 -0.732
H -0.372448 6.737477 1.942139 -0.004 -0.050 -0.026
H -1.112418 5.132722 1.863793 0.032 0.042 -0.035
H -1.816277 6.482017 0.970995 0.067 -0.036 0.018
H 1.004678 5.367113 0.389498 0.038 -0.002 -0.031
H 0.215263 6.662324 -0.462606 0.025 0.037 -0.056
H -1.126916 4.745216 -2.947297 0.090 -0.057 -0.040
H -0.729575 6.317236 -2.308088 0.087 0.058 -0.002
H -3.246421 4.724681 -1.537427 0.026 0.059 -0.016
H -3.178705 6.021980 -2.731891 -0.003 -0.013 0.025
H -2.877542 6.391255 -1.041467 0.004 -0.042 -0.010
H -0.737572 2.884414 -2.769913 0.060 0.015 -0.062
H -2.017992 2.352120 -1.691147 -0.032 -0.010 0.030
H -0.420583 1.581582 -1.668759 0.048 -0.131 0.040
H 0.349136 3.685391 1.070828 -0.020 0.092 0.183
C -2.444703 -3.165799 1.142262 -0.080 0.272 0.243
N -2.787489 -2.056524 2.068559 0.043 -0.588 -0.170
C -3.439482 -2.201881 3.276915 0.091 -0.121 -0.271
C -3.594190 -0.963472 3.792471 0.019 0.219 0.028
N -3.032073 -0.073851 2.895556 -0.175 0.334 0.250
C -3.084866 1.389796 3.049479 -0.252 -0.410 -0.067
C -2.550474 -0.763068 1.852931 0.115 -0.103 0.178
Se -1.757619 -0.088482 0.273010 -1.081 -0.187 -0.378
H -2.670750 -4.103010 1.636686 -0.020 -0.032 0.070
H -1.387764 -3.128651 0.898518 0.068 0.026 0.045
H -3.038007 -3.085505 0.237191 -0.085 0.039 -0.045
H -3.750756 -3.162619 3.657197 0.052 0.057 -0.075
H -4.067258 -0.644189 4.709184 0.060 0.025 -0.120
H -3.443826 1.613408 4.047425 -0.012 -0.014 0.075
H -3.767026 1.817520 2.323279 -0.098 0.008 -0.105
H -2.105309 1.825359 2.927459 0.344 0.087 0.004